--- 1 ---
{
  "formula": "FH2O2P",
  "method": "ωB97M-V/def2-TZVPD",
  "symbols": ["O", "O", "F", "P", "H", "H"],
  "xyz": [[1.121, 0.427, 0.001], [-1.112, 1.508, 0.118], [1.808, -0.873, 0.113], [-0.525, 0.195, -0.008], [-0.535, -0.420, -1.217], [-0.756, -0.838, 0.993]],
  "smiles": "O=[PH2]OF",
  "charge": 0,
  "gap_ha": 0.410,
  "lumo_ev": -0.67,
  "e_homo_ev": -11.83
}

--- 2 ---
{
  "formula": "FH2O2P",
  "method": "ωB97M-V/def2-TZVPD",
  "symbols": ["O", "O", "F", "P", "H", "H"],
  "xyz": [[0.886, 0.568, -0.461], [-0.079, -1.338, 0.665], [-1.824, 0.820, 0.375], [-0.385, -0.450, -0.604], [0.647, 1.331, -1.025], [0.755, -0.931, 1.050]],
  "charge": 0,
  "gap_ha": 0.405,
  "lumo_ev": 0.10,
  "e_homo_ev": -10.91
}

In terms of stability, 2 leads; the second structure lies 3.854 eV higher.

--- 1 ---
{
  "formula": "C6H16ClNSi",
  "method": "ωB97M-V/def2-TZVPD",
  "symbols": ["C", "C", "C", "C", "C", "C", "N", "Si", "Cl", "H", "H", "H", "H", "H", "H", "H", "H", "H", "H", "H", "H", "H", "H", "H", "H"],
  "xyz": [[1.967, 0.593, 1.611], [-2.051, 1.422, 0.817], [-1.880, 0.967, -1.633], [1.790, -2.038, -1.319], [0.914, -0.511, 1.641], [-1.103, 1.049, -0.320], [0.793, -0.986, -1.294], [-0.157, -0.565, 0.073], [-1.704, -2.132, 0.491], [2.600, 0.496, 0.732], [1.499, 1.575, 1.584], [2.597, 0.542, 2.497], [-2.802, 0.646, 0.951], [-1.513, 1.544, 1.754], [-2.565, 2.357, 0.595], [-1.208, 0.826, -2.477], [-2.442, 1.885, -1.797], [-2.585, 0.138, -1.607], [2.316, -2.054, -0.370], [1.346, -3.025, -1.484], [2.508, -1.840, -2.117], [0.281, -0.380, 2.519], [1.411, -1.474, 1.771], [-0.369, 1.854, -0.420], [0.358, -0.888, -2.200]],
  "smiles": "CC[Si@](Cl)(NC)C(C)C",
  "charge": 0,
  "gap_ha": 0.380,
  "lumo_ev": 0.85,
  "e_homo_ev": -9.47
}

--- 2 ---
{
  "formula": "C6H16ClNSi",
  "method": "ωB97M-V/def2-TZVPD",
  "symbols": ["C", "C", "C", "C", "C", "C", "N", "Si", "Cl", "H", "H", "H", "H", "H", "H", "H", "H", "H", "H", "H", "H", "H", "H", "H", "H"],
  "xyz": [[0.476, 1.522, -1.370], [-1.437, 1.665, 0.240], [0.916, 2.174, 0.949], [-1.261, -2.468, 1.037], [1.362, -2.618, -0.596], [0.042, 1.228, 0.083], [0.347, -0.007, 0.490], [-0.113, -1.441, -0.235], [3.260, 0.164, -0.036], [0.127, 0.798, -2.157], [0.141, 2.378, -1.811], [1.470, 1.648, -1.500], [-2.167, 1.151, -0.612], [-1.626, 2.661, 0.050], [-1.912, 1.250, 1.216], [1.725, 1.602, 1.179], [1.255, 3.127, 0.433], [0.199, 2.455, 1.814], [-0.644, -2.568, 2.003], [-2.205, -2.033, 1.128], [-1.258, -3.433, 0.729], [2.283, -2.297, -0.065], [1.118, -3.686, -0.244], [1.555, -2.601, -1.666], [-0.780, -1.305, -1.424]],
  "charge": 0,
  "gap_ha": [0.212, 0.209],
  "lumo_ev": [-3.70, -3.72],
  "e_homo_ev": [-9.47, -9.42]
}

In terms of stability, 1 leads; the second structure lies 7.919 eV higher.